Molecular formula: C18H53CoN8O7
Method: DFT, ωB97M-V/def2-TZVPD

Its spin multiplicity is 4. The value obtained for the HOMO-LUMO gap (alpha / beta) is 5.02 / 3.44 eV. The charge is +1.

Last column: Mulliken charge in e.
Atoms and positions in Å:
Co 2.1582 1.0976 1.1447  0.8096
O -0.6894 0.3667 0.3573  -0.3327
H -1.4464 -0.0266 0.8335  0.3391
C 4.9271 -3.6383 -0.3873  -1.9472
C 5.5438 -2.2960 -0.3370  0.8215
C 6.7584 -2.1171 -1.2510  -0.9542
O 7.5334 -0.8871 -0.9674  -0.2589
C 8.5459 -0.6154 -1.9081  -0.8027
N 4.4218 -1.4958 -0.6652  -0.5546
H 4.0333 -3.6790 0.2353  0.4769
H 5.5822 -4.3180 0.1576  0.4747
H 4.8024 -4.1188 -1.3576  0.4120
H 5.8679 -2.1522 0.6937  0.2198
H 6.2914 -1.8276 -2.1924  0.3727
H 7.3493 -3.0331 -1.2469  0.3973
H 8.1692 -0.2584 -2.8666  0.3264
H 9.2377 -1.4478 -2.0375  0.3397
H 9.1840 0.1913 -1.5474  0.2487
H 3.7675 -2.0140 -1.2339  0.2841
H 4.8158 -0.8280 -1.3124  0.1786
C -7.2944 -3.0625 -0.1473  -1.2747
C -8.3109 -2.4380 -1.1188  0.3580
C -9.4447 -3.3600 -1.3406  -0.7006
O -8.9674 -4.6075 -1.9395  -0.3287
C -8.5145 -4.5492 -3.2305  -0.7171
N -8.8538 -1.2777 -0.4558  -0.6387
H -6.7179 -3.8551 -0.6245  0.3166
H -7.7611 -3.5427 0.7127  0.3096
H -6.5184 -2.3462 0.1223  0.3830
H -7.8664 -1.9936 -2.0093  0.2967
H -10.2697 -2.9222 -1.9025  0.3557
H -9.8262 -3.6295 -0.3557  0.3021
H -7.6413 -3.9500 -3.4887  0.2749
H -9.2762 -4.1947 -3.9251  0.3226
H -8.1777 -5.5460 -3.5151  0.2768
H -8.3012 -0.4341 -0.4015  0.2339
H -9.1441 -1.4368 0.4984  0.2279
C 0.7006 5.7585 4.1130  -1.5531
C -0.3334 4.7382 3.5567  0.3018
C -1.7685 5.3787 3.3135  -0.6680
O -2.5624 4.3685 2.6460  -0.3988
C -2.9588 3.2864 3.4083  -0.7248
N 0.2182 4.1654 2.3936  -0.5088
H 1.7432 5.4581 4.2176  0.3469
H 0.3641 6.0740 5.1006  0.3863
H 0.8047 6.6606 3.5100  0.3560
H -0.4039 4.0362 4.3876  0.2695
H -1.7597 6.2999 2.7309  0.3444
H -2.2315 5.6951 4.2481  0.3962
H -2.9607 3.4745 4.4819  0.3628
H -2.2972 2.4205 3.3852  0.2356
H -3.9399 3.0389 3.0030  0.2771
H -0.5557 3.6409 2.0114  0.2952
H 0.1577 5.0107 1.8441  0.3193
C 6.8516 4.1632 0.5559  -1.4831
C 5.4213 3.7105 0.3815  0.3420
C 5.0329 3.5958 -1.1219  -0.7681
O 3.8304 2.8901 -1.2480  -0.1819
C 3.2619 2.6563 -2.5038  -0.8454
N 5.2697 2.4282 1.0375  -0.4637
H 7.1760 4.2298 1.5944  0.4217
H 6.8065 5.1772 0.1587  0.3889
H 7.7144 3.6919 0.0851  0.3364
H 4.7399 4.3681 0.9214  0.3262
H 5.7142 2.8901 -1.5971  0.3383
H 5.0554 4.5724 -1.6055  0.3423
H 2.6890 1.7290 -2.4956  0.2639
H 4.0023 2.4202 -3.2681  0.3361
H 2.6433 3.4565 -2.9100  0.3005
H 5.3868 2.5240 2.0361  0.2930
H 6.0345 1.8495 0.7207  0.1599
C -3.1242 -1.1269 -3.5761  0.7641
O -3.8001 -1.4210 -4.5693  -0.6864
N -2.8022 -1.9723 -2.6716  -0.3191
N -2.7489 0.0619 -3.3259  -0.3748
H -2.7934 -2.9566 -2.8978  0.1862
H -2.4599 -1.5608 -1.8151  0.0642
H -2.0886 0.1125 -2.5634  0.1254
H -2.8921 0.6404 -4.1414  0.2430
C -1.5140 -5.2601 1.3977  0.6697
O -1.4295 -5.4695 0.1867  -0.6512
N -1.4807 -6.2059 2.2746  -0.3807
N -1.3460 -4.0525 1.9555  -0.3467
H -1.5037 -7.1837 2.0227  0.2200
H -1.5403 -5.9847 3.2583  0.1548
H -1.2997 -3.9635 2.9605  0.1630
H -0.9910 -3.2722 1.4215  0.1750

Molecular formula: C18H54NO21
Method: DFT, ωB97M-V/def2-TZVPD

Its spin multiplicity is 1. For the energy relative to the best compared isomer or geometry (same formula, charge and spin), the calculation gives 156.8 kcal/mol. The value obtained for the HOMO-LUMO gap is 8.55 eV. The charge is -1.

Last column: Mulliken charge in e.
Atoms and positions in Å:
N -0.3551 0.3988 -0.1566  0.8908
O -1.5642 0.4232 0.0351  -0.8432
O 0.2708 1.3088 -0.6714  -0.6044
O 0.3312 -0.5139 0.2771  -0.3941
C -3.4568 -1.8714 -3.1059  -0.4210
C -2.3077 -2.5972 -3.6937  0.0026
O -2.3713 -3.8243 -3.2237  -0.4323
O -3.0974 -1.6435 -1.6954  -0.3543
H -4.4398 -2.3407 -3.0648  0.2247
H -3.6387 -0.9174 -3.6007  0.2151
H -1.2999 -2.2201 -3.5200  -0.2226
H -2.3022 -2.6312 -4.7832  0.5190
H -2.5810 -4.4510 -3.9200  0.2579
H -3.2641 -0.7286 -1.4573  0.2198
C 4.2436 -2.4674 2.9237  -0.6106
C 3.5587 -1.0759 2.5426  -0.1991
O 2.1996 -1.0363 2.2160  -0.3380
O 4.4871 -3.3303 1.9000  -0.4714
H 3.5548 -2.9472 3.6191  0.2234
H 5.1869 -2.3427 3.4555  0.3923
H 3.9176 -0.8184 1.5461  0.1907
H 3.9587 -0.3077 3.2044  0.3161
H 2.1446 -0.3721 1.5251  0.1223
H 5.3634 -3.1756 1.5398  0.2762
C -3.6641 -3.4207 2.1955  -0.6360
C -2.5733 -2.3516 2.2075  -0.2578
O -1.6760 -2.2624 1.0996  -0.0546
O -4.0557 -3.7122 0.7894  -0.5112
H -4.6481 -3.1750 2.5951  0.3202
H -3.3971 -4.3534 2.6922  0.2743
H -2.0590 -2.3307 3.1683  0.3692
H -3.2701 -1.5135 2.2207  0.1814
H -1.1853 -1.4376 1.1195  0.0596
H -4.5289 -2.9711 0.4042  0.2522
C 2.1378 3.5487 -2.8203  -0.3521
C 3.2825 3.1638 -1.7813  -0.1151
O 4.3650 3.9682 -1.8193  -0.6308
O 1.2267 2.4659 -2.9765  -0.5318
H 2.4961 3.8362 -3.8088  0.4114
H 1.6544 4.5055 -2.6234  0.2626
H 3.7535 2.3151 -2.2772  0.0462
H 3.0851 2.8368 -0.7605  0.3000
H 4.3921 4.5576 -1.0619  0.3378
H 0.9233 2.0751 -2.1538  0.4321
C 1.7232 3.5650 1.9533  -0.0813
C 0.3511 4.1399 1.6514  -0.2865
O -0.6281 4.0577 2.8602  -0.5629
O 1.4968 2.2114 2.0462  -0.3859
H 2.1045 3.9301 2.9069  0.3189
H 2.3565 3.8298 1.1066  0.0208
H -0.2094 3.7580 0.7982  0.1041
H 0.5293 5.1880 1.4108  0.4270
H -0.7969 3.1286 3.0328  0.3303
H 0.9891 2.0398 1.2497  0.0534
C 1.2453 -3.6925 -0.4301  0.7327
C 1.0470 -4.9592 0.4314  -0.7942
O -0.2238 -5.0367 1.0519  -0.4485
O 0.2693 -3.6434 -1.4225  -0.4343
H 2.1912 -3.8042 -0.9602  0.4571
H 1.2171 -2.7067 0.0341  -0.6001
H 1.7931 -4.9201 1.2252  0.3122
H 1.2942 -5.7717 -0.2519  0.3074
H -0.1730 -4.7557 1.9684  0.2656
H 0.6798 -3.3584 -2.2422  0.4279
C 3.6526 -0.8049 -3.7788  -0.3859
C 2.0863 -1.0447 -3.9896  -0.4846
O 1.5808 -1.8774 -2.9788  -0.3930
O 3.7844 -0.4875 -2.3517  -0.5159
H 3.9968 -0.0101 -4.4405  0.3050
H 4.3619 -1.6192 -3.9266  0.3065
H 1.7628 -1.3913 -4.9710  0.3177
H 1.6235 -0.1044 -3.6898  0.2937
H 1.7618 -1.7148 -2.0502  0.2764
H 3.2634 0.3153 -2.2760  0.0818
C -2.6913 1.2695 4.6965  -0.1362
C -2.1436 2.2060 5.8393  -0.7007
O -2.8490 2.1531 7.0525  -0.5498
O -2.0781 1.6534 3.4834  -0.3274
H -3.7508 1.3388 4.4500  0.3484
H -2.5370 0.2039 4.8666  0.2630
H -1.9646 3.2577 5.6161  0.3382
H -1.1239 2.0130 6.1728  0.2962
H -3.6835 2.5763 6.8374  0.3123
H -2.3519 0.9893 2.8465  0.0959
C -2.0873 3.3758 -1.7930  0.1920
C -2.7482 2.8642 -3.1095  -0.4041
O -2.0287 3.3557 -4.1936  -0.5223
O -2.8885 2.9110 -0.6719  -0.6373
H -2.2667 4.4507 -1.7678  0.4432
H -1.0205 3.2526 -1.6064  -0.2241
H -3.7748 3.2292 -3.1395  0.3254
H -3.1292 1.8506 -3.2339  0.0543
H -2.2288 4.2944 -4.1733  0.3237
H -2.5816 2.0314 -0.4400  0.4266

Number 1: E -3064.5405 Ha. Number 2: E -2352.6313 Ha.